## one
{"formula": "C3H2N2", "method": "ωB97M-V/def2-TZVPD", "gap_ha": [0.342, 0.255], "total_charge": 0, "species": ["C", "C", "C", "N", "N", "H", "H"], "positions_angstrom": [[-0.9301, -0.9786, 0.0066], [1.7346, 0.2675, -0.0011], [-0.9682, 0.4413, -0.0807], [-1.0357, -2.1311, 0.0092], [2.8324, 0.5314, 0.0221], [-0.8866, 1.1705, -0.8634], [-0.7465, 0.6989, 0.9073]], "lowdin_charge": [-0.313, -0.115, 0.140, 0.183, -0.008, 0.077, 0.035]}

## two
{"formula": "C3H2N2", "method": "ωB97M-V/def2-TZVPD", "smiles": "N#CCC#N", "gap_ha": 0.473, "total_charge": 0, "species": ["N", "C", "C", "C", "N", "H", "H"], "positions_angstrom": [[-1.9776, -1.3741, -0.0094], [-1.1267, -0.6102, 0.0084], [-0.2283, 0.5252, -0.0093], [1.3443, -0.0837, -0.0681], [2.3646, -0.5814, 0.0194], [-0.3139, 1.0609, -0.9522], [-0.0623, 1.0633, 1.0112]], "lowdin_charge": [0.169, -0.263, -0.089, -0.182, 0.113, 0.103, 0.149]}

## three
{"formula": "C3H2N2", "method": "ωB97M-V/def2-TZVPD", "gap_ha": 0.330, "total_charge": 0, "species": ["C", "C", "C", "N", "N", "H", "H"], "positions_angstrom": [[-0.1401, -0.6171, 0.3329], [-1.3036, -0.1105, 0.3834], [-3.6583, 0.0273, -0.2428], [-2.6021, -0.0916, 0.1044], [-0.2800, 0.8781, 0.3276], [0.3658, -1.5412, 0.2558], [-0.3155, 1.4427, -0.5469]], "lowdin_charge": [0.046, -0.364, 0.046, 0.040, 0.049, 0.093, 0.090]}

Stability check: which of them is least stable? one.

## one
{"formula": "C5H13N3", "method": "ωB97M-V/def2-TZVPD", "smiles": "[H]/N=C(\\N)C(C)(C)NC", "gap_ha": 0.349, "total_charge": 0, "species": ["H", "N", "C", "N", "C", "C", "C", "N", "C", "H", "H", "H", "H", "H", "H", "H", "H", "H", "H", "H", "H"], "positions_angstrom": [[3.1276, -0.8539, -0.2084], [2.3778, -0.5630, 0.4204], [1.2606, -0.4996, -0.2323], [1.2652, -0.7234, -1.5802], [-0.0688, -0.1112, 0.5027], [0.1424, -0.1172, 2.0286], [-1.1622, -1.1386, 0.1704], [-0.4000, 1.2886, 0.1543], [-1.2846, 1.5336, -0.9623], [2.1423, -0.5589, -2.0576], [0.4692, -0.3656, -2.0933], [0.9088, 0.6041, 2.3386], [-0.7829, 0.1369, 2.5595], [0.4668, -1.1039, 2.3799], [-2.1112, -0.8840, 0.6557], [-1.3459, -1.2209, -0.9063], [-0.8712, -2.1378, 0.5161], [0.4619, 1.8310, 0.0893], [-0.8904, 1.1615, -1.9098], [-2.2784, 1.1083, -0.7917], [-1.4271, 2.6138, -1.0738]], "lowdin_charge": [0.037, 0.112, -0.437, 0.119, -0.515, -0.069, -0.048, -0.059, -0.137, 0.099, 0.069, 0.076, 0.082, 0.079, 0.088, 0.071, 0.094, 0.121, 0.057, 0.079, 0.083]}

## two
{"formula": "C5H13N3", "method": "ωB97M-V/def2-TZVPD", "smiles": "C/C=C/N.C/N=C\\N", "gap_ha": 0.332, "total_charge": 0, "species": ["C", "C", "C", "N", "H", "H", "H", "H", "H", "H", "H", "C", "N", "C", "N", "H", "H", "H", "H", "H", "H"], "positions_angstrom": [[2.8359, 2.6239, -1.4195], [1.4642, 2.1333, -1.6459], [0.6283, 1.8056, -0.6281], [-0.7831, 1.6010, -0.7153], [2.9146, 2.9066, -0.3019], [3.6155, 1.8984, -1.7034], [3.0586, 3.5170, -2.0041], [1.0585, 1.9534, -2.6572], [1.0306, 1.8083, 0.3804], [-1.3563, 1.0352, -0.0901], [-1.1363, 1.7263, -1.6769], [-1.1833, -3.2875, 1.8852], [-0.1879, -2.2427, 1.5646], [-0.5657, -1.2930, 0.8105], [-1.8243, -1.2417, 0.1853], [-0.6773, -4.1182, 2.4106], [-1.5952, -3.7246, 0.9628], [-1.9895, -2.9118, 2.5336], [0.1177, -0.4510, 0.5640], [-2.4677, -1.9414, 0.6138], [-2.0827, -0.4077, -0.2867]], "lowdin_charge": [-0.141, -0.206, -0.230, 0.019, 0.101, 0.070, 0.062, 0.100, 0.102, 0.037, 0.095, -0.163, -0.046, -0.307, 0.073, 0.071, 0.070, 0.078, 0.096, 0.085, 0.034]}

## three
{"formula": "C5H13N3", "method": "ωB97M-V/def2-TZVPD", "smiles": "[H]/N=C/NC.C/C=C/N", "gap_ha": 0.341, "total_charge": 0, "species": ["H", "N", "C", "N", "C", "H", "H", "H", "H", "H", "C", "C", "C", "N", "H", "H", "H", "H", "H", "H", "H"], "positions_angstrom": [[0.0200, -2.3201, 3.7958], [0.2260, -1.7060, 3.0133], [-0.9094, -1.2616, 2.6096], [-1.0733, -0.4357, 1.5531], [-2.3762, 0.1995, 1.3216], [-1.8830, -1.6173, 2.9676], [-0.2806, 0.0963, 1.1898], [-3.1359, -0.5747, 1.4008], [-2.5562, 1.0051, 2.0345], [-2.3668, 0.6202, 0.3195], [1.0928, 0.5478, -3.5320], [1.1776, 0.0795, -2.1077], [1.3437, 0.9287, -1.0950], [1.4363, 0.5397, 0.2619], [1.1661, 1.6377, -3.5652], [1.9054, 0.1380, -4.1308], [0.1375, 0.3137, -4.0084], [1.0800, -0.9897, -1.9525], [1.3417, 2.0013, -1.2402], [1.9778, 1.2199, 0.7637], [1.6765, -0.4221, 0.4007]], "lowdin_charge": [0.016, 0.039, -0.367, -0.073, -0.094, 0.117, 0.072, 0.073, 0.074, 0.076, -0.127, -0.181, -0.216, 0.019, 0.066, 0.066, 0.066, 0.099, 0.110, 0.084, 0.083]}

Stability check: which of them is least stable? two.

## one
{"formula": "C38H25Br2Cl5CsN6O3", "method": "ωB97M-V/def2-TZVPD", "gap_ha": 0.229, "total_charge": -1, "species": ["Cs", "O", "C", "C", "C", "C", "N", "C", "C", "C", "C", "C", "C", "O", "C", "C", "N", "H", "H", "H", "H", "H", "H", "H", "H", "H", "H", "H", "H", "C", "C", "C", "C", "C", "C", "N", "N", "C", "C", "C", "C", "C", "N", "H", "H", "H", "H", "H", "H", "H", "H", "H", "Cl", "C", "C", "C", "Cl", "C", "Cl", "C", "Cl", "C", "Cl", "Br", "C", "C", "C", "Br", "C", "C", "C", "C", "N", "C", "C", "O", "H", "H", "H", "H"], "positions_angstrom": [[-0.8693, -0.3908, -0.0711], [1.2516, -0.8885, -7.9024], [0.4638, 0.1177, -7.2813], [0.6641, 0.0690, -5.7916], [0.4778, 1.2042, -5.0191], [0.5940, 1.0994, -3.6407], [0.8867, -0.0376, -3.0261], [1.0867, -1.1282, -3.7646], [0.9808, -1.1191, -5.1506], [1.3884, -2.3812, -3.0019], [1.8782, -3.5273, -3.6129], [2.0771, -4.6708, -2.8492], [2.5945, -5.9334, -3.4902], [1.9421, -6.2413, -4.7131], [1.7775, -4.6223, -1.4970], [1.3182, -3.4246, -0.9602], [1.1359, -2.3343, -1.6915], [0.9931, -0.9488, -8.8258], [-0.6000, -0.0435, -7.4971], [0.7328, 1.1132, -7.6508], [0.2308, 2.1564, -5.4713], [0.4399, 1.9579, -3.0002], [1.1233, -2.0155, -5.7355], [2.1020, -3.5501, -4.6706], [2.5140, -6.7633, -2.7794], [3.6493, -5.8166, -3.7469], [0.9926, -6.2437, -4.5504], [1.8872, -5.4956, -0.8677], [1.0642, -3.3321, 0.0899], [4.6835, 2.3459, -2.1753], [4.5823, 3.2372, -1.1091], [3.7912, 2.9288, -0.0187], [3.0997, 1.7213, -0.0014], [3.1776, 0.8398, -1.0679], [3.9814, 1.1507, -2.1547], [2.2221, 1.3308, 1.0509], [2.3856, 1.9335, 2.1272], [1.4323, 1.5311, 3.1131], [1.8887, 1.3627, 4.4131], [0.9991, 0.8765, 5.3527], [-0.3104, 0.6283, 4.9678], [-0.6708, 0.9085, 3.6575], [0.1795, 1.3440, 2.7371], [5.2967, 2.5979, -3.0305], [5.1114, 4.1805, -1.1409], [3.6799, 3.6141, 0.8108], [2.5801, -0.0623, -1.0474], [4.0341, 0.4706, -2.9949], [2.9219, 1.5763, 4.6506], [1.3217, 0.6865, 6.3679], [-1.0376, 0.2357, 5.6635], [-1.6944, 0.7659, 3.3273], [0.1203, 3.7130, -0.7924], [-1.4987, 3.4394, -1.4746], [-1.9470, 2.1426, -1.5681], [-3.2035, 2.0085, -2.1069], [-3.8686, 0.3666, -2.2622], [-3.9978, 3.0664, -2.5380], [-5.5791, 2.8213, -3.2090], [-3.4899, 4.3597, -2.4258], [-4.4303, 5.7136, -2.9561], [-2.2201, 4.5565, -1.8859], [-1.5857, 6.1667, -1.7498], [-3.7313, -4.4760, 1.9058], [-2.1034, -4.0669, 2.7895], [-1.8681, -4.6205, 4.0453], [-0.7191, -4.3420, 4.7335], [-0.4677, -5.1212, 6.4569], [0.2627, -3.4919, 4.1808], [1.4794, -3.1524, 4.8119], [2.3609, -2.3220, 4.1844], [2.0322, -1.8187, 2.9132], [0.9128, -2.1059, 2.2987], [0.0214, -2.9283, 2.8998], [-1.2120, -3.1886, 2.1397], [-1.4100, -2.6299, 1.0313], [-2.6117, -5.2752, 4.4792], [1.6975, -3.5593, 5.7906], [3.2984, -2.0459, 4.6500], [2.7136, -1.1569, 2.3889]], "lowdin_charge": [0.989, -0.061, -0.209, -0.189, 0.002, -0.106, 0.105, -0.202, 0.041, -0.199, 0.035, -0.198, -0.215, -0.061, -0.002, -0.103, 0.076, 0.085, 0.131, 0.120, 0.117, 0.076, 0.110, 0.117, 0.116, 0.127, 0.093, 0.112, 0.089, -0.087, -0.086, -0.039, -0.268, -0.028, -0.078, 0.087, 0.094, -0.339, -0.028, -0.072, -0.055, -0.136, 0.115, 0.098, 0.099, 0.104, 0.087, 0.104, 0.108, 0.107, 0.105, 0.112, 0.591, -0.722, -0.300, -0.723, 0.557, -0.718, 0.622, -0.717, 0.626, -0.716, 0.621, 0.723, -0.619, -0.201, -0.649, 0.699, -0.206, -0.053, -0.069, -0.157, 0.108, -0.148, -0.486, -0.413, 0.087, 0.069, 0.100, 0.096]}

## two
{"formula": "C38H25Br2Cl5CsN6O3", "method": "ωB97M-V/def2-TZVPD", "gap_ha": 0.238, "total_charge": -1, "species": ["Cs", "O", "C", "C", "C", "C", "N", "C", "C", "C", "C", "C", "C", "O", "C", "C", "N", "H", "H", "H", "H", "H", "H", "H", "H", "H", "H", "H", "H", "C", "C", "C", "C", "C", "C", "N", "N", "C", "C", "C", "C", "C", "N", "H", "H", "H", "H", "H", "H", "H", "H", "H", "Cl", "C", "C", "C", "Cl", "C", "Cl", "C", "Cl", "C", "Cl", "Br", "C", "C", "C", "Br", "C", "C", "C", "C", "N", "C", "C", "O", "H", "H", "H", "H"], "positions_angstrom": [[0.1697, -1.2597, -0.9523], [6.4272, 2.2799, 1.8127], [6.4323, 1.4306, 0.6731], [5.0236, 1.0483, 0.3149], [4.7961, -0.0006, -0.5646], [3.4892, -0.3202, -0.8886], [2.4392, 0.3307, -0.4018], [2.6516, 1.3407, 0.4378], [3.9311, 1.7288, 0.8265], [1.4391, 2.0523, 0.9522], [1.5030, 3.3904, 1.3168], [0.3521, 4.0397, 1.7367], [0.3894, 5.5022, 2.0937], [1.4155, 5.8123, 3.0331], [-0.8248, 3.3113, 1.7946], [-0.7954, 1.9750, 1.4234], [0.3020, 1.3523, 1.0100], [7.3285, 2.5656, 1.9838], [7.0101, 0.5218, 0.8612], [6.8829, 1.9397, -0.1849], [5.6181, -0.5717, -0.9806], [3.2751, -1.1498, -1.5602], [4.0860, 2.5278, 1.5371], [2.4293, 3.9446, 1.2338], [-0.5914, 5.8142, 2.4610], [0.6148, 6.0940, 1.2067], [1.3363, 5.1996, 3.7715], [-1.7534, 3.7762, 2.1053], [-1.7023, 1.3760, 1.4498], [-4.3583, 3.0478, -2.9237], [-5.2351, 1.9627, -2.9368], [-4.9001, 0.7901, -2.2856], [-3.6818, 0.7066, -1.6167], [-2.8132, 1.7842, -1.5909], [-3.1501, 2.9589, -2.2529], [-3.2292, -0.4595, -0.9060], [-3.9382, -1.4462, -1.0651], [-3.5484, -2.6551, -0.3984], [-4.4898, -3.2220, 0.4533], [-4.2064, -4.4502, 1.0167], [-3.0220, -5.0907, 0.6828], [-2.1615, -4.4499, -0.1889], [-2.4066, -3.2451, -0.7114], [-4.6213, 3.9620, -3.4426], [-6.1780, 2.0339, -3.4658], [-5.5597, -0.0674, -2.2919], [-1.8545, 1.6773, -1.0954], [-2.4560, 3.7910, -2.2533], [-5.4136, -2.6961, 0.6558], [-4.9094, -4.9106, 1.6998], [-2.7684, -6.0596, 1.0899], [-1.2077, -4.8936, -0.4603], [-0.2531, -1.2011, -4.0002], [-0.2019, 0.5695, -4.1393], [0.0099, 1.2995, -2.9906], [0.0351, 2.6605, -3.1944], [0.3262, 3.7166, -1.7870], [-0.1711, 3.2907, -4.4198], [-0.1757, 5.0246, -4.5761], [-0.3904, 2.4995, -5.5468], [-0.6425, 3.2298, -7.0968], [-0.3966, 1.1124, -5.4082], [-0.6516, 0.1115, -6.8066], [2.9636, -5.8875, -0.5517], [2.0992, -5.1599, 0.9756], [2.1827, -5.8585, 2.1803], [1.5818, -5.3720, 3.3083], [1.7386, -6.3678, 4.9302], [0.8529, -4.1626, 3.2726], [0.1905, -3.5982, 4.3867], [-0.5123, -2.4376, 4.2497], [-0.5684, -1.8257, 2.9850], [0.0364, -2.3120, 1.9315], [0.7590, -3.4567, 2.0404], [1.4231, -3.9272, 0.8138], [1.3708, -3.2773, -0.2672], [2.7294, -6.7912, 2.2199], [0.2524, -4.1023, 5.3419], [-1.0233, -1.9914, 5.0929], [-1.1298, -0.9061, 2.8405]], "lowdin_charge": [1.154, -0.060, -0.208, -0.187, -0.010, -0.129, -0.012, -0.199, 0.045, -0.228, -0.002, -0.221, -0.207, -0.059, -0.018, -0.143, 0.106, 0.086, 0.123, 0.128, 0.117, 0.109, 0.113, 0.126, 0.114, 0.128, 0.089, 0.112, 0.105, -0.077, -0.087, -0.034, -0.238, -0.031, -0.071, 0.089, 0.075, -0.319, -0.026, -0.074, -0.061, -0.123, 0.098, 0.102, 0.098, 0.100, 0.072, 0.080, 0.106, 0.104, 0.104, 0.115, 0.480, -0.704, -0.220, -0.707, 0.649, -0.715, 0.613, -0.715, 0.628, -0.707, 0.624, 0.715, -0.615, -0.202, -0.647, 0.698, -0.202, -0.053, -0.065, -0.151, 0.063, -0.146, -0.487, -0.451, 0.086, 0.067, 0.096, 0.095]}

Stability check: which of them is least stable? two.

## one
{"formula": "C7H14O2", "method": "ωB97M-V/def2-TZVPD", "smiles": "C=C(C)[C@H](C)O.CC=O", "gap_ha": 0.381, "total_charge": 0, "species": ["C", "C", "C", "C", "C", "O", "H", "H", "H", "H", "H", "H", "H", "H", "H", "H", "C", "C", "O", "H", "H", "H", "H"], "positions_angstrom": [[0.9603, -0.2016, 2.0886], [0.5262, 0.5132, 1.0611], [-0.8178, 1.1793, 1.0551], [1.3581, 0.6367, -0.2005], [1.4264, 2.0605, -0.7415], [0.8232, -0.1938, -1.2327], [0.3477, -0.3745, 2.9596], [1.9366, -0.6600, 2.0932], [-1.3132, 1.0291, 0.0970], [-0.7080, 2.2546, 1.1993], [-1.4525, 0.7804, 1.8434], [2.3779, 0.2906, 0.0242], [0.4415, 2.3960, -1.0555], [2.0957, 2.0881, -1.5980], [1.8065, 2.7329, 0.0243], [0.8051, -1.1324, -0.8931], [-1.7913, -1.5041, -1.3739], [-1.2004, -2.4813, -0.4411], [-0.0128, -2.5521, -0.1819], [-0.9143, -0.7920, -1.6748], [-2.6232, -0.9833, -0.9087], [-2.1459, -2.0011, -2.2773], [-1.9259, -3.0852, 0.1333]], "lowdin_charge": [0.054, -0.330, -0.054, -0.407, -0.040, -0.094, 0.061, 0.065, 0.070, 0.083, 0.079, 0.139, 0.077, 0.080, 0.086, 0.065, -0.059, -0.283, 0.023, 0.101, 0.079, 0.085, 0.121]}

## two
{"formula": "C7H14O2", "method": "ωB97M-V/def2-TZVPD", "smiles": "C=C[C@](C)(O)C(C)(C)O", "gap_ha": 0.385, "total_charge": 0, "species": ["C", "C", "C", "C", "O", "C", "C", "C", "O", "H", "H", "H", "H", "H", "H", "H", "H", "H", "H", "H", "H", "H", "H"], "positions_angstrom": [[1.1250, 0.3879, 2.1895], [0.7486, 1.0011, 1.0610], [0.5931, 0.3655, -0.3038], [1.7532, -0.5848, -0.6667], [0.7032, 1.4553, -1.2518], [-0.8246, -0.2844, -0.5312], [-1.9708, 0.7248, -0.3379], [-1.1055, -1.5064, 0.3545], [-0.8995, -0.7254, -1.9013], [1.1942, 0.9422, 3.1220], [1.3430, -0.6755, 2.2254], [0.5130, 2.0644, 1.1172], [1.8990, -0.6293, -1.7531], [1.6105, -1.6038, -0.3017], [2.7030, -0.2243, -0.2525], [1.6061, 1.8102, -1.1719], [-2.9313, 0.2741, -0.6146], [-1.8490, 1.6012, -0.9829], [-2.0441, 1.0657, 0.7002], [-0.2868, -2.2303, 0.3390], [-1.2876, -1.2230, 1.3962], [-1.9857, -2.0506, -0.0081], [-0.6070, 0.0455, -2.4274]], "lowdin_charge": [0.029, -0.110, -0.483, -0.014, -0.046, -0.526, -0.026, -0.018, -0.025, 0.057, 0.066, 0.116, 0.091, 0.076, 0.089, 0.109, 0.091, 0.086, 0.085, 0.074, 0.085, 0.094, 0.101]}

Stability check: which of them is least stable? one.